Entry i
Entry from the Open Molecules 2025 dataset: an isolated molecule of C6H13NO4 (ωB97M-V/def2-TZVPD).

Calculated values
Orbital gap, eV: 9.8
SMILES string: OC[C@H]1N[C@H](CO)[C@H](O)[C@H]1O
Total charge: 0

Element x y z (Å)
C  -1.58241  0.15828  -1.94752
C  -0.19101  0.00283  -1.33422
C  0.37575  0.74293  0.91561
C  1.88962  0.75567  1.18789
C  -0.15885  -0.70593  0.97182
C  0.02959  -1.19015  -0.43808
H  -1.96842  1.45333  -0.69739
H  -1.98006  -0.79802  -2.28765
H  -1.28770  0.86656  -2.87398
H  0.51931  -0.05533  -2.14342
H  0.54772  1.98894  -0.73913
H  -0.09245  1.30962  1.75304
H  2.40247  0.04828  0.59055
H  2.09645  0.44208  2.23765
H  3.29908  2.05752  0.77891
H  -1.22563  -0.73609  1.13053
H  0.45756  -2.50532  1.67578
H  1.09352  -1.46058  -0.62430
H  -0.86931  -2.43679  -1.63990
N  0.00268  1.18016  -0.43535
O  -2.57747  0.79260  -1.07704
O  2.33155  2.08841  0.91943
O  0.46415  -1.49858  1.96740
O  -0.86665  -2.25957  -0.59057

Entry ii
Entry from the Open Molecules 2025 dataset: a structure of composition C6H13NO4 (ωB97M-V/def2-TZVPD).

Calculated values
Orbital gap, eV: 8.7
Total charge: 0

Element x y z (Å)
C  1.59329  -1.06558  0.65804
C  0.60571  -0.96153  -0.53054
C  -0.35789  1.11151  -1.41379
C  -0.71568  1.29541  -0.01595
C  -1.30761  0.11868  0.78990
C  -0.85029  -1.12140  0.09379
H  2.94067  0.65624  0.24977
H  1.80567  -2.04402  0.87294
H  1.08155  -0.66315  1.61703
H  1.19483  -1.76868  -1.16596
H  1.05368  0.04604  -2.30318
H  -1.22821  0.96961  -2.08639
H  -0.20539  2.15541  -1.86981
H  -1.45727  2.22671  -0.06061
H  0.81422  1.76902  1.35200
H  -2.44247  0.14576  0.67574
H  -1.22738  -0.44115  2.75156
H  -0.61143  -1.76878  0.89225
H  -2.07956  -0.93236  -1.64528
N  0.78569  0.22715  -1.30264
O  2.89669  -0.44532  0.49746
O  0.62309  1.80235  0.41059
O  -1.06132  0.35120  2.15110
O  -1.85060  -1.66311  -0.61801

Entry iii
Entry from the Open Molecules 2025 dataset: an isolated molecule of C6H13NO4 (ωB97M-V/def2-TZVPD).

Calculated values
Orbital gap, eV: 9.9
SMILES string: OC[C@H]1NC[C@@H](O)[C@@H](O)[C@H]1O
Total charge: 0

Element x y z (Å)
C  1.07002  1.02514  -1.46431
C  -0.39996  0.72784  -0.96702
C  -0.39329  -1.68534  -0.42138
C  -0.10272  -1.24611  1.05785
C  -0.90370  0.03310  1.37418
C  -0.46575  1.15737  0.55364
H  0.64301  -0.05009  -3.05648
H  1.24705  2.14290  -1.31898
H  1.77715  0.40788  -0.88992
H  -0.91386  1.50239  -1.61858
H  -1.85252  -0.53652  -1.19829
H  0.46177  -2.13809  -0.89673
H  -1.13660  -2.45485  -0.47518
H  -0.52190  -1.94505  1.72911
H  1.79235  -1.80209  1.20320
H  -1.95143  -0.26611  1.22030
H  -0.04781  0.87123  2.89137
H  -1.15739  2.02086  0.63578
H  1.41062  0.95905  0.84161
N  -0.84731  -0.57612  -1.37372
O  1.13329  0.76048  -2.86927
O  1.28437  -0.95742  1.29163
O  -0.90256  0.38376  2.75322
O  0.77717  1.66580  0.99797

The most stable of them is entry iii.

Entry i
Entry from the Open Molecules 2025 dataset: a structure of composition C4H6BrNO2 (ωB97M-V/def2-TZVPD).

Calculated values
Orbital gap, eV: 10.5
Total charge: 0

Element x y z (Å)
C  1.60096  -1.07593  0.73133
C  -0.39201  1.17192  -0.17965
C  0.54036  -1.40107  -0.21613
C  -0.75609  -0.19026  0.48171
N  2.41472  -0.70578  1.43470
O  -0.48387  2.19051  0.80353
O  0.74541  -0.96817  -1.46484
Br  -2.45878  -0.92328  -0.04501
H  -0.97367  1.33725  -1.05032
H  0.69005  1.12794  -0.41132
H  0.15587  -2.48777  -0.12199
H  -0.74838  -0.15403  1.54779
H  -0.25028  3.01010  0.36030
H  -0.08430  -0.93143  -1.87012

Entry ii
Entry from the Open Molecules 2025 dataset: an isolated molecule of C4H6BrNO2 (ωB97M-V/def2-TZVPD).

Calculated values
Orbital gap, eV: 9.7
SMILES string: C=CC/C(Br)=[N+](/[O-])O
Total charge: 0

Element x y z (Å)
C  0.06894  1.12409  0.02259
C  -0.54457  0.14022  1.05028
C  -0.24432  0.94946  -1.28284
C  -1.65510  -0.53960  0.34676
N  -1.89918  -1.74444  0.02463
O  -0.92259  -2.62704  0.54029
O  -2.81992  -2.41130  -0.38763
Br  -3.08419  0.60513  -0.02774
H  0.48793  2.03482  0.39189
H  -1.29105  -3.50303  0.66537
H  0.23612  -0.42644  1.55804
H  -1.00752  0.69430  1.77521
H  -0.76584  0.02066  -1.53488
H  -0.10563  1.55859  -2.19854

The most stable of them is entry i.

Entry i
Entry from the Open Molecules 2025 dataset: an isolated molecule of C3H4FNOS2 (ωB97M-V/def2-TZVPD).

Calculated values
Orbital gap, eV: 8.4
SMILES string: O=C(CF)NSC=S
Total charge: 0

Element x y z (Å)
C  1.81121  0.00307  0.97767
C  1.40360  0.17777  -0.48433
C  -2.03088  0.00473  0.17773
H  1.97589  0.86588  1.48233
H  2.81114  -0.38529  0.91748
H  0.12895  0.86488  -1.78551
H  -3.13559  0.24160  0.38434
N  0.43113  0.96478  -0.82989
O  2.12850  -0.44696  -1.32448
F  0.78863  -0.83287  1.56815
S  -0.88153  1.45451  0.22122
S  -1.37019  -1.35342  -0.39206

Entry ii
Entry from the Open Molecules 2025 dataset: an isolated molecule of C3H4FNOS2 (ωB97M-V/def2-TZVPD).

Calculated values
Orbital gap, eV: 8.6
SMILES string: FCC(=S)NOC=S
Total charge: 0

Element x y z (Å)
C  -1.80149  0.66936  -0.42882
C  -0.75762  -0.38077  0.03907
C  2.30536  -0.70974  0.23591
H  -1.90276  0.51173  -1.50277
H  -2.75832  0.42601  0.04975
H  0.24215  1.12533  0.80709
H  2.83752  -1.63344  0.45261
N  0.19920  0.15524  0.75594
O  1.33158  -0.55200  1.12161
F  -1.40192  1.93075  -0.12165
S  -1.07635  -1.88967  -0.53583
S  2.78266  0.34720  -0.87290

The most stable of them is entry i.

Entry i
Entry from the Open Molecules 2025 dataset: a cluster of 2 separate species, CH7N4 in total (ωB97M-V/def2-TZVPD).

Calculated values
Orbital gap, eV: 10.0
Total charge: +1

Element x y z (Å)
C  1.23945  -1.39753  0.57513
N  1.74531  -2.32150  1.23489
N  -0.73023  -0.57893  -0.72038
N  0.56371  -0.55070  -0.01875
N  -0.61584  1.95722  -0.06095
H  0.19472  2.43696  -0.64414
H  2.32752  -3.11432  1.37040
H  -1.55434  -1.09852  -0.20499
H  -0.45093  -1.06056  -1.61579
H  -0.66425  0.97573  -0.34956
H  -0.47440  2.30752  0.83174
H  -1.58074  2.44464  -0.39760

Entry ii
Entry from the Open Molecules 2025 dataset: the ion CH7N4 with charge +1 (ωB97M-V/def2-TZVPD).

Calculated values
Orbital gap, eV: 9.4
SMILES string: [H]/N=C(/N)N[NH3+]
Total charge: +1

Element x y z (Å)
C  0.81175  0.00220  -0.08525
N  0.77507  1.28342  0.02764
N  2.02518  -0.65098  0.02152
N  -0.49014  -0.64191  -0.36280
N  -1.63845  0.24177  0.04025
H  -0.06321  1.85262  -0.07905
H  2.75426  0.01021  -0.03230
H  2.30076  -1.55098  0.27198
H  -0.60406  -1.65467  -0.20178
H  -1.94765  0.85981  -0.75062
H  -2.52835  -0.44737  0.26693
H  -1.39517  0.69588  0.88348

The most stable of them is entry ii.

Entry i
Entry from the Open Molecules 2025 dataset: the ion C6H10FN4 with charge +1 (ωB97M-V/def2-TZVPD).

Calculated values
Orbital gap, eV: 11.0
SMILES string: C[n+]1cn[nH]c1C1(F)CNC1
Total charge: +1

Element x y z (Å)
C  -2.62346  -1.33130  0.16128
C  -0.61709  -0.40646  0.04431
C  1.59658  -0.08758  -1.44288
C  1.93818  -0.11458  0.65696
C  0.92643  0.61550  -0.22195
C  -2.56637  1.21326  -0.00028
N  -1.72712  -2.23334  0.00503
N  -0.54467  -1.72252  -0.01726
N  -1.92046  -0.04868  0.22293
N  1.97205  -1.12060  -0.37504
F  0.72033  1.90669  0.05298
H  -3.63314  -1.52843  0.14733
H  0.97049  -0.44919  -2.37084
H  2.51655  0.55157  -1.68813
H  2.69203  0.59384  0.63768
H  1.57014  -0.50049  1.62400
H  -1.84212  1.77087  -0.67702
H  -3.47333  1.02139  -0.62164
H  -2.77531  1.80605  0.88092
H  0.35874  -2.32884  -0.24441
H  2.85115  -1.79091  -0.50307

Entry ii
Entry from the Open Molecules 2025 dataset: the ion C6H10FN4 with charge +1 (ωB97M-V/def2-TZVPD).

Calculated values
Orbital gap, eV: 10.0
SMILES string: C/[NH+]=c1\nc(N)n(C)cc1F
Total charge: +1

Element x y z (Å)
C  1.14652  -1.19396  -0.54772
C  0.12111  -0.96540  -1.35396
C  -0.84247  0.06550  -0.88377
C  0.64617  0.64189  0.78226
C  2.36120  -0.98938  1.44249
C  -3.01465  1.05327  -1.30804
N  -0.47078  0.86069  0.11491
N  1.47049  -0.32597  0.46216
N  0.94681  1.38589  1.85200
N  -2.04269  0.08506  -1.44052
F  -0.23971  -1.67019  -2.47574
H  1.80376  -2.01735  -0.68419
H  3.16990  -0.40426  1.79399
H  1.81977  -1.28952  2.41434
H  2.78296  -1.81860  1.05523
H  -3.25854  1.76407  -2.05756
H  -2.71372  1.52532  -0.41123
H  -3.90316  0.51744  -1.05149
H  0.34855  2.12000  2.28956
H  1.86620  1.12706  2.23187
H  -1.99772  -0.47159  -2.22457

The most stable of them is entry ii.

Entry i
Entry from the Open Molecules 2025 dataset: a cluster of 2 separate species, CH5NO in total (ωB97M-V/def2-TZVPD).

Calculated values
Orbital gap, eV: 10.4
SMILES string: C=O.N
Total charge: 0

Element x y z (Å)
C  1.48790  1.35790  0.26416
H  -1.49428  -1.13446  -1.20781
H  -2.03968  -0.95864  0.29054
H  -0.61018  -1.64714  -0.01866
H  1.98466  2.28851  0.00115
H  1.86617  0.64947  1.08698
N  -1.55026  -1.63297  -0.30350
O  0.35566  1.07733  -0.11286

Entry ii
Entry from the Open Molecules 2025 dataset: an isolated molecule of CH5NO (ωB97M-V/def2-TZVPD).

Calculated values
Orbital gap, eV: 10.2
SMILES string: CNO
Total charge: 0

Element x y z (Å)
C  -0.72671  0.22248  0.15139
N  0.19362  -0.83911  -0.08833
O  1.28573  -0.36547  -0.80865
H  1.41549  0.62482  -0.50667
H  0.53417  -1.22722  0.79422
H  -1.21498  0.48187  -0.78922
H  -1.45759  -0.07613  0.90608
H  -0.02974  1.17876  0.34119

The most stable of them is entry i.